ORCA calculation (ωB97M-V/def2-TZVPD) on the molecule C6H13NO3.

XYZ file:
```
23
C6H13NO3 | the OMol25 dataset | ωB97M-V/def2-TZVPD
C -0.39 -0.32 0.54
C -0.28 0.65 -0.55
C -0.97 -1.68 0.18
C -0.77 2.04 -0.37
C -0.01 0.21 -1.94
C 1.29 -0.47 0.86
N -1.07 0.21 1.71
O 1.64 0.91 0.26
O 1.85 -1.37 -0.11
O 1.57 -0.64 2.04
H 2.52 0.85 -0.14
H 2.25 -2.07 0.43
H -1.14 -0.55 2.38
H -0.46 0.88 2.18
H -0.53 -2.10 -0.72
H -0.74 -2.37 1.00
H -2.05 -1.62 0.08
H -0.42 2.70 -1.16
H -1.87 2.00 -0.39
H -0.50 2.46 0.60
H 0.61 -0.68 -1.97
H 0.44 1.00 -2.53
H -0.98 -0.04 -2.39
```

As for the spin multiplicity: 1. The value obtained for the gap between HOMO and LUMO is 8.33 eV. The calculation puts the energy above the lowest of the compared OMol25 structures with the same formula, charge and spin at 70.5 kcal per mole. The calculation puts the HOMO energy at -8.49 eV.

Mulliken population analysis, charges in e, atoms 1 to 6: atom 1 (C): 1.14, atom 2 (C): 0.89, atom 3 (C): -1.84, atom 4 (C): -1.37, atom 5 (C): -1.72, atom 6 (C): 0.69

=====

ORCA calculation (ωB97M-V/def2-TZVPD) on a structure of composition C9H21CuNO8 in a non-equilibrium geometry.

XYZ file:
```
40
C9H21CuNO8 | the OMol25 dataset | ωB97M-V/def2-TZVPD
Cu 0.42 0.27 -0.45
O 4.33 0.55 0.72
C 3.00 0.66 0.51
O 2.19 0.37 1.40
O 2.57 0.93 -0.60
H 4.49 0.31 1.63
O -1.70 0.65 -3.90
C -0.98 0.41 -2.81
O 0.22 0.73 -2.75
O -1.44 -0.12 -1.80
H -2.54 0.19 -3.76
C -2.53 1.59 2.71
C -1.79 1.29 1.37
C -1.10 2.56 0.87
O -0.10 2.27 -0.09
C 0.59 3.45 -0.51
N -0.86 0.16 1.42
H -1.79 1.86 3.46
H -3.23 0.82 3.04
H -3.20 2.44 2.55
H -2.46 0.91 0.60
H -0.63 3.05 1.72
H -1.89 3.10 0.35
H -0.02 4.28 -0.87
H 1.33 3.13 -1.24
H 1.12 4.00 0.28
H -1.46 -0.66 1.49
H -0.49 0.21 2.36
C 0.37 -3.90 -1.73
C 0.26 -2.80 -0.63
C 0.91 -3.37 0.67
O 1.10 -1.74 -1.08
H -0.23 -4.72 -1.33
H 1.38 -4.22 -1.96
H -0.15 -3.56 -2.63
H -0.76 -2.46 -0.46
H 1.17 -2.63 1.43
H 1.86 -3.87 0.48
H 0.23 -4.05 1.19
H 1.80 -2.09 -1.65
```

As for the spin multiplicity: 2. The value obtained for the gap between HOMO and LUMO (spin up / spin down) is 8.91 / 7.02 eV. The calculation puts the HOMO energy (spin up / spin down) at -8.56 / -8.49 eV.

Mulliken population analysis, charges in e, atoms 1 to 6: atom 1 (Cu): 1.17, atom 2 (O): -0.50, atom 3 (C): 0.76, atom 4 (O): -0.70, atom 5 (O): -0.67, atom 6 (H): 0.33

=====

ORCA calculation (ωB97M-V/def2-TZVPD) on a cluster of 2 separate species, C9H6NO3P in total in a non-equilibrium geometry.

XYZ file:
```
20
C9H6NO3P | the OMol25 dataset | ωB97M-V/def2-TZVPD
C -3.05 0.52 1.52
C 0.84 3.11 -1.44
C -0.53 -2.97 1.61
C -0.19 2.23 -1.89
C -0.92 -2.67 0.29
C 1.21 2.58 -0.22
C -0.43 -1.74 2.23
C -0.29 1.23 -0.92
C -1.00 -1.28 0.16
N -2.87 0.87 2.59
O -1.84 -0.47 -2.44
O 0.52 1.51 0.14
O -0.72 -0.72 1.35
P -1.40 -0.10 -1.09
H 1.22 4.02 -1.84
H -0.46 -3.90 2.17
H -0.79 2.00 -2.74
H -1.11 -3.21 -0.59
H 2.04 2.87 0.43
H -0.15 -1.51 3.22
```

As for the spin multiplicity: 1. The value obtained for the gap between HOMO and LUMO (spin up / spin down) is 6.35 / 6.35 eV. The calculation puts the energy above the lowest of the compared OMol25 structures with the same formula, charge and spin at 64.7 kcal per mole. The calculation puts the HOMO energy (spin up / spin down) at -8.81 / -8.81 eV.

Mulliken population analysis, charges in e, atoms 1 to 6: atom 1 (C): -0.08, atom 2 (C): -0.66, atom 3 (C): -0.53, atom 4 (C): -0.29, atom 5 (C): -0.42, atom 6 (C): -0.23

=====

ORCA calculation (ωB97M-V/def2-TZVPD) on a cluster of 2 separate species, C4H12N3 in total in a non-equilibrium geometry.

XYZ file:
```
19
C4H12N3 | the OMol25 dataset | ωB97M-V/def2-TZVPD
C -0.48 -1.05 -1.49
C 0.44 -0.19 -1.91
N 1.50 0.36 -1.07
N -1.55 -1.52 -2.29
H -0.55 -1.43 -0.47
H 0.51 0.10 -2.95
H 2.16 0.82 -1.68
H 2.02 -0.38 -0.62
H -1.43 -2.50 -2.52
H -1.55 -1.02 -3.18
C -0.16 0.21 2.17
C 0.02 0.75 3.36
N -0.20 1.05 0.99
H -0.33 -0.84 1.96
H 0.01 0.10 4.23
H 0.15 1.81 3.53
H -1.09 1.01 0.48
H 0.01 2.01 1.24
H 0.51 0.73 0.20
```

As for the spin multiplicity: 1. The value obtained for the gap between HOMO and LUMO is 9.40 eV. The calculation puts the energy above the lowest of the compared OMol25 structures with the same formula, charge and spin at 56.7 kcal per mole. As for the net charge: +1. The calculation puts the HOMO energy at -12.26 eV.

Mulliken population analysis, charges in e, atoms 1 to 6: atom 1 (C): -0.11, atom 2 (C): -0.34, atom 3 (N): -0.67, atom 4 (N): -0.54, atom 5 (H): 0.25, atom 6 (H): 0.27

=====

ORCA calculation (ωB97M-V/def2-TZVPD) on a structure of composition C13H5F8I2NRbS2 in a non-equilibrium geometry.

XYZ file:
```
32
C13H5F8I2NRbS2 | the OMol25 dataset | ωB97M-V/def2-TZVPD
Rb 1.35 2.54 -0.40
I -0.64 5.65 -0.26
C -1.70 4.68 -1.99
I -0.64 4.00 -3.68
H -2.49 5.37 -2.34
H -2.25 3.77 -1.59
F -0.16 3.81 3.76
C -0.53 2.70 4.50
F -1.83 2.89 4.95
F 0.21 2.65 5.62
C -0.45 1.48 3.61
C -1.51 0.58 3.58
C -1.59 -0.39 2.58
C -0.63 -0.23 1.58
N 0.43 0.54 1.65
C 0.73 1.32 2.73
S 2.17 2.05 3.10
H -2.18 0.59 4.46
H -2.30 -1.23 2.59
H -0.70 -0.82 0.68
F 0.87 -5.51 -4.83
C 1.17 -4.50 -3.94
C 0.74 -3.21 -4.15
F -0.03 -2.94 -5.26
C 0.91 -2.22 -3.24
F 0.43 -0.99 -3.49
C 1.60 -2.44 -2.02
S 2.13 -1.18 -1.05
C 1.72 -3.81 -1.74
F 1.89 -4.24 -0.45
C 1.61 -4.81 -2.67
F 1.67 -6.10 -2.29
```

As for the spin multiplicity: 1. The value obtained for the gap between HOMO and LUMO is 4.37 eV. The calculation puts the energy above the lowest of the compared OMol25 structures with the same formula, charge and spin at 27.0 kcal per mole. As for the net charge: -1. The calculation puts the HOMO energy at -3.91 eV.

Mulliken population analysis, charges in e, atoms 1 to 6: atom 1 (Rb): 0.88, atom 2 (I): 0.02, atom 3 (C): -0.86, atom 4 (I): 0.11, atom 5 (H): 0.35, atom 6 (H): 0.38

=====

ORCA calculation (ωB97M-V/def2-TZVPD) on a cluster of 2 separate species, C2H4N2 in total in a non-equilibrium geometry.

XYZ file:
```
8
C2H4N2 | the OMol25 dataset | ωB97M-V/def2-TZVPD
C 0.10 0.02 -0.83
C -0.09 -0.75 0.42
N 0.14 0.26 1.35
N 1.03 0.18 0.25
H 0.33 -0.28 -1.80
H -0.56 0.81 -0.87
H -0.04 -1.76 0.49
H -0.92 1.52 1.00
```

As for the spin multiplicity: 1. The value obtained for the gap between HOMO and LUMO is 9.87 eV. The calculation puts the energy above the lowest of the compared OMol25 structures with the same formula, charge and spin at 149.1 kcal per mole. The calculation puts the HOMO energy at -9.59 eV.

Mulliken population analysis, charges in e, atoms 1 to 6: atom 1 (C): -0.45, atom 2 (C): 0.20, atom 3 (N): -0.38, atom 4 (N): -0.23, atom 5 (H): 0.27, atom 6 (H): 0.18